[1]
Density functional theory data (ωB97M-V/def2-TZVPD) for one molecule with the formula C4H3N3O at a distorted geometry.

```
11
Properties=species:S:1:pos:R:3:forces:R:3
C -0.254757 -0.523042 1.823432 -3.407 -4.581 -1.251
C -0.912895 -1.153950 0.570914 1.679 -0.630 -1.217
C -0.163898 -0.457508 -0.465009 -2.308 0.661 2.280
O -0.104376 -0.059561 -1.786671 -0.475 -1.367 0.409
C 0.557670 1.121086 -1.766890 -1.519 -1.785 4.041
N 0.880804 1.607485 -0.642856 -0.325 -1.775 1.484
N 0.447268 0.534709 0.186828 1.190 2.397 1.145
N 0.389412 0.513063 1.544116 2.707 2.925 -1.988
H -0.168134 -0.915097 2.850711 -0.841 0.252 -0.689
H -1.597035 -2.051256 0.299878 1.548 1.686 1.218
H 0.925940 1.384071 -2.614453 1.751 2.216 -5.432
```
Forces are in eV/Å.

Spin multiplicity ... 1
Relative energy (zero: lowest compared OMol25 entry of this formula, charge and spin) ... 70.78 kcal per mole
F_max ... 6.1 eV/A
SMILES string ... c1cc2ocnn2n1
HOMO-LUMO gap ... 0.3551 hartree
Molar mass ... 109.09 g/mol

---

[2]
Density functional theory data (ωB97M-V/def2-TZVPD) for a 2-piece molecular cluster, C7H17O2 overall at a distorted geometry.

```
26
Properties=species:S:1:pos:R:3:forces:R:3
C 0.527703 -1.578091 1.997352 -0.685 -0.288 0.231
C 1.618060 -0.651661 -0.056266 -0.364 0.134 -0.053
C 0.542650 0.897244 1.605222 -0.721 0.705 -0.035
C 0.425372 0.945487 -3.473399 0.235 0.113 -0.535
C -1.971666 -0.631552 0.789031 -0.809 -0.261 -0.804
C -1.096009 1.352804 -1.746134 -4.890 -1.396 2.593
C 0.462281 -0.476748 0.930844 1.546 -0.372 -0.940
O -0.057187 1.668472 -2.360862 4.707 1.675 -2.111
O -0.726385 -0.593959 0.121186 0.188 -0.214 1.665
H 1.518374 -1.579283 2.439301 0.119 0.159 -0.098
H -0.193215 -1.411600 2.790273 -0.087 0.022 0.147
H 0.350164 -2.550808 1.547416 0.024 -0.116 -0.079
H 2.564651 -0.652394 0.473916 0.043 0.006 0.121
H 1.632682 0.161022 -0.777387 -0.037 0.084 -0.083
H 1.515534 -1.594224 -0.585938 0.038 -0.115 -0.062
H 1.483139 0.977435 2.138752 0.160 -0.244 -0.016
H 0.497273 1.690825 0.859770 0.019 -0.068 -0.042
H -0.264587 1.032806 2.319656 -0.066 0.001 0.113
H 0.289909 1.566921 -4.364396 -0.090 -0.211 0.075
H -0.080281 -0.013754 -3.598600 -0.039 0.044 0.095
H 1.500564 0.802768 -3.334263 -0.185 -0.094 0.005
H -2.725985 -0.806305 0.022523 0.117 0.141 0.031
H -2.009808 -1.454077 1.505366 0.302 -0.031 0.158
H -2.190776 0.301579 1.315416 0.319 0.131 0.048
H -1.715045 0.503193 -2.024812 0.127 0.118 -0.233
H -1.393600 1.985695 -0.917071 0.030 0.073 -0.190
```
Forces are in eV/Å.

Spin multiplicity ... 3
F_max ... 5.7 eV/A
Charge ... +1
HOMO-LUMO gap (spin up / spin down) ... 0.2591 / 0.2213 hartree
Molar mass ... 133.21 g/mol

---

[3]
Density functional theory data (ωB97M-V/def2-TZVPD) for a 9-piece molecular cluster, C7H32O9 overall at a distorted geometry.

```
48
Properties=species:S:1:pos:R:3:forces:R:3
C 2.426241 -2.089310 -3.436906 -0.071 -0.328 -0.720
O 2.201153 -0.714330 -3.646429 -0.361 0.149 -0.194
H 1.497417 -2.637506 -3.636776 0.327 -0.216 0.099
H 3.233744 -2.484748 -4.044568 -0.009 0.129 -0.506
H 2.746513 -2.224420 -2.444243 0.157 -0.516 1.576
H 1.230304 -0.686202 -3.597483 -0.098 0.934 -0.094
C -0.956738 -2.712879 -1.012491 -0.634 3.008 -1.698
O -0.702249 -1.497993 -0.248505 -0.028 -2.543 0.010
H -0.138108 -3.063412 -1.644838 0.147 0.369 0.158
H -1.216685 -3.429355 -0.341355 -0.378 -2.187 2.169
H -1.881127 -2.597812 -1.636822 0.836 0.169 0.202
H -0.687151 -0.702450 -0.766175 0.038 1.040 -0.893
C -1.439966 3.703411 0.085649 -1.092 0.354 -0.153
O -0.674239 2.746637 0.741671 0.165 -0.194 0.228
H -0.895555 4.656360 -0.064531 -0.125 -0.514 -0.427
H -1.804441 3.203492 -0.840427 0.221 1.016 0.180
H -2.333462 3.967587 0.678443 0.127 -0.100 -0.219
H -0.796019 2.809386 1.731752 0.520 -0.105 -0.558
C 1.470891 -0.318771 3.989318 0.150 -0.222 -0.293
O 0.095365 0.015721 4.125573 -0.396 -0.776 -0.893
H 2.055374 -0.168184 4.874593 -0.263 0.012 1.119
H 1.619316 -1.342329 3.678877 -0.183 -0.444 -0.034
H 2.020497 0.279618 3.285270 -0.190 0.563 -0.878
H -0.407800 -0.656408 3.547896 0.870 0.974 0.704
C -1.441974 -0.852729 -4.434089 0.330 -0.178 -0.912
O -0.580508 -0.458443 -3.390431 -1.040 1.427 0.663
H -1.335338 -1.923303 -4.543335 0.109 -0.357 -0.155
H -2.510788 -0.695684 -4.221510 0.375 0.385 -0.119
H -1.083324 -0.377931 -5.378279 -0.769 -0.252 0.431
H -0.929168 0.411127 -3.035626 1.128 -1.380 -0.100
C -2.268057 -2.158912 2.367728 0.560 -1.935 0.859
O -0.860197 -1.895808 2.325073 -0.483 0.874 0.095
H -2.337505 -3.280730 2.405513 -0.382 0.880 0.231
H -2.776801 -1.735209 3.260188 0.540 -0.108 -0.511
H -2.783332 -1.873526 1.476448 -0.202 0.584 -0.631
H -0.656577 -1.569609 1.410826 -0.121 -0.309 0.305
C 1.117794 3.051455 3.133360 -0.155 0.261 -0.398
O -0.273975 2.803246 3.163206 -0.536 -0.998 1.151
H 1.205738 4.117510 3.047216 0.317 0.584 -0.149
H 1.549991 2.768565 4.091852 0.350 -0.312 -0.247
H 1.539331 2.583826 2.227523 0.297 0.021 0.618
H -0.344666 1.871368 3.466089 -0.225 0.177 0.055
O 2.503012 0.505418 -1.053783 1.657 0.905 0.422
H 3.394103 0.946560 -0.999416 -1.457 -0.544 0.211
H 2.507348 0.195386 -1.964885 -0.271 -0.410 -0.731
O -0.343928 0.925841 -1.195501 1.302 0.783 0.484
H 0.613344 0.912784 -0.925519 -0.457 -0.475 -0.797
H -0.567798 1.672673 -0.610123 -0.598 -0.196 0.341
```
Forces are in eV/Å.

Spin multiplicity ... 1
Relative energy (zero: lowest compared OMol25 entry of this formula, charge and spin) ... 46.95 kcal per mole
F_max ... 3.5 eV/A
SMILES string ... CO.CO.CO.CO.CO.CO.CO.O.O
HOMO-LUMO gap ... 0.3891 hartree
Molar mass ... 260.32 g/mol

---

[4]
Density functional theory data (ωB97M-V/def2-TZVPD) for C28H25F5NOPdS as an isolated structure at a distorted geometry.

```
62
Properties=species:S:1:pos:R:3:forces:R:3
C 2.221839 -0.233824 1.939842 0.874 -0.374 -0.396
C 2.263239 -0.935824 0.713342 1.650 0.046 -0.305
C 1.900239 -0.044024 -0.320958 0.688 -0.657 -0.170
H 2.512239 -1.975024 0.593742 -0.007 -0.095 -0.018
C 1.667339 1.216776 0.266442 0.026 0.653 0.103
C 1.868039 1.100076 1.652842 0.506 0.635 -0.086
H 1.329839 2.098076 -0.247858 0.015 0.197 -0.035
C -1.260461 -1.837324 2.310642 -0.461 -0.092 -0.083
C -0.163461 -2.554524 1.805142 -0.002 -1.349 -0.588
C -0.258461 -2.558224 0.396742 0.113 -1.527 0.266
H 0.628539 -2.996124 2.386142 0.063 -0.014 0.031
C -1.407561 -1.836624 0.008742 -0.283 -0.075 0.075
C -2.024261 -1.397224 1.209842 -0.659 -0.428 -0.272
H 1.835539 -0.273424 -1.370858 0.046 -0.063 -0.156
H 1.696839 1.878076 2.376142 0.015 0.054 0.029
H 2.436439 -0.641024 2.913442 0.064 0.008 -0.089
H -2.907361 -0.789224 1.280042 -0.113 0.095 0.013
H 0.448439 -3.012524 -0.273858 0.082 -0.079 -0.062
H -1.464661 -1.626024 3.346942 -0.113 -0.030 -0.134
Pd 0.037439 -0.309324 1.081442 -1.847 2.048 1.308
C -1.938561 -1.628624 -1.393958 -0.210 0.011 0.289
C -3.446961 -1.899824 -1.373558 -0.074 -0.064 -0.159
C -1.256161 -2.578624 -2.373058 0.032 0.075 0.011
H -3.641461 -2.910224 -1.016358 0.056 -0.086 0.097
H -3.864861 -1.790624 -2.368858 -0.071 0.012 -0.048
H -3.959561 -1.208724 -0.706058 -0.024 0.057 0.025
H -1.446861 -3.616624 -2.105658 -0.009 -0.065 0.086
H -0.177561 -2.423624 -2.382858 0.105 0.029 -0.007
H -1.635661 -2.414524 -3.375458 -0.095 0.055 -0.250
C -1.641561 -0.172424 -1.775058 0.114 0.060 -0.343
C -2.179361 0.349576 -3.089958 -0.219 -0.394 -0.045
H -0.556961 -0.032024 -1.781658 -0.027 -0.134 0.083
H -1.998261 0.488676 -0.986158 -0.142 0.112 0.130
O -3.086661 -0.164624 -3.735458 0.391 0.330 0.060
N -1.578261 1.492376 -3.534258 -0.048 0.101 -0.218
C -0.391661 2.122676 -3.002958 -0.108 0.035 0.068
H -1.902561 1.787376 -4.441758 -0.025 0.020 -0.015
C 0.925839 1.544976 -3.468858 0.186 -0.031 -0.095
C 2.107539 2.168776 -3.072358 -0.007 -0.051 -0.105
H 2.061639 3.040076 -2.430658 0.005 0.039 0.014
C 3.337339 1.678376 -3.478158 -0.034 -0.010 0.007
H 4.244939 2.174576 -3.161158 0.013 -0.002 0.033
C 3.406739 0.545776 -4.280658 -0.060 0.024 0.030
H 4.366939 0.158376 -4.593358 0.026 -0.015 -0.001
C 2.236839 -0.086324 -4.670158 0.038 0.037 0.009
H 2.279539 -0.969924 -5.293158 -0.007 -0.034 -0.004
C 1.003439 0.412676 -4.268758 -0.027 0.062 0.014
H 0.095839 -0.081724 -4.586758 -0.058 -0.048 0.006
H -0.419361 2.097076 -1.914658 -0.047 -0.008 0.108
H -0.432361 3.178276 -3.272558 0.016 0.062 -0.028
F 0.623239 1.333976 8.168342 -0.176 0.027 -0.573
C 0.251639 1.309676 6.863842 0.027 -0.002 0.120
C -0.462561 2.374076 6.315942 -0.265 0.250 -0.370
F -0.785861 3.437476 7.093542 0.196 -0.520 -0.285
C -0.851361 2.345776 4.970942 0.298 -0.369 0.385
F -1.550861 3.396276 4.471542 0.528 -0.686 0.524
C -0.533761 1.249776 4.143542 -0.463 0.049 -1.409
S -1.141861 1.358376 2.411742 0.199 0.384 1.737
C 0.191839 0.179276 4.722542 -0.267 0.963 0.592
F 0.540539 -0.913024 4.035442 -0.040 0.263 0.563
C 0.577739 0.216776 6.067842 -0.021 -0.069 -0.233
F 1.269539 -0.822324 6.601142 -0.364 0.581 -0.235
```
Forces are in eV/Å.

Spin multiplicity ... 3
F_max ... 3.1 eV/A
Charge ... -1
HOMO-LUMO gap (spin up / spin down) ... 0.2243 / 0.2082 hartree
Molar mass ... 624.99 g/mol